# 1
{
  "formula": "C55H45ClN5O2P2RhS2SbSe2",
  "method": "ωB97M-V/def2-TZVPD",
  "charge": 1,
  "spin_multiplicity": 5,
  "relative_energy_ev": 0.000,
  "homo_ha": [-0.356, -0.355],
  "lumo_energy_ev": [-2.127, -4.862],
  "homo_lumo_gap_ev": [7.563, 4.809],
  "symbols": ["Rh", "Se", "P", "C", "C", "C", "C", "C", "C", "C", "C", "C", "C", "C", "C", "C", "C", "N", "N", "N", "P", "Se", "C", "C", "C", "C", "C", "C", "C", "C", "C", "C", "C", "C", "H", "H", "H", "H", "H", "H", "H", "H", "H", "H", "H", "H", "H", "H", "H", "H", "H", "H", "H", "H", "Cl", "C", "C", "C", "C", "O", "C", "C", "O", "C", "H", "H", "H", "H", "S", "Sb", "C", "C", "C", "C", "C", "C", "C", "C", "C", "C", "C", "C", "C", "C", "C", "C", "C", "C", "H", "H", "H", "H", "H", "H", "H", "H", "H", "H", "H", "H", "H", "H", "H", "C", "N", "C", "C", "N", "C", "S", "H", "H", "H", "H", "H", "H"],
  "coordinates": [[-1.25995, -0.63144, -0.48703], [5.12915, -0.45766, -2.30343], [4.29417, 1.35865, -1.66728], [5.08223, 2.13667, -0.24055], [6.10612, 1.50152, 0.43594], [6.66161, 2.10186, 1.53061], [6.13775, 3.31700, 2.01795], [5.13687, 3.96723, 1.29355], [4.60149, 3.37279, 0.17194], [4.35983, 2.69585, -2.93621], [5.63883, 3.23911, -3.13682], [5.87191, 4.16030, -4.14186], [4.82114, 4.57353, -4.96990], [3.58563, 3.98874, -4.82267], [3.35940, 3.04896, -3.81436], [2.61786, 1.11611, -0.93862], [1.29910, 0.95961, -1.35394], [0.62141, 0.44548, -0.28587], [1.46718, 0.28711, 0.70521], [2.64574, 0.65092, 0.34644], [0.29675, 1.45471, -2.74154], [-1.76899, 0.76796, -2.50549], [0.22093, 3.27086, -2.61377], [0.42847, 3.82734, -1.33355], [0.38345, 5.21728, -1.14323], [0.09722, 6.04633, -2.23289], [-0.14349, 5.48852, -3.48595], [-0.08513, 4.11540, -3.67833], [0.98675, 0.70884, -4.23806], [2.00967, -0.22292, -4.07566], [2.56736, -0.81411, -5.19523], [2.08390, -0.49639, -6.45912], [1.04145, 0.41312, -6.60488], [0.45994, 1.01418, -5.50343], [6.46908, 0.56119, 0.06219], [7.48568, 1.62085, 2.03069], [6.51617, 3.70007, 2.95106], [4.71874, 4.92928, 1.65177], [3.79570, 3.85914, -0.39703], [6.45808, 2.90971, -2.49160], [6.84377, 4.61120, -4.26839], [5.03832, 5.33208, -5.71179], [2.74639, 4.23662, -5.49888], [2.36808, 2.64082, -3.73234], [0.63651, 3.21061, -0.48737], [0.55597, 5.60686, -0.14349], [0.01923, 7.11508, -2.09403], [-0.34454, 6.11115, -4.35603], [-0.26078, 3.73149, -4.65977], [2.34203, -0.51109, -3.09018], [3.39194, -1.51029, -5.10653], [2.51939, -0.97240, -7.32334], [0.68827, 0.62184, -7.61377], [-0.38624, 1.68182, -5.58751], [-0.57136, -7.90784, -2.15771], [-0.49387, -6.19607, -1.99103], [0.78509, -5.54412, -2.10950], [0.87268, -4.20556, -1.95879], [-0.27993, -3.40806, -1.62377], [-0.13791, -2.16927, -1.40895], [-1.56090, -4.07390, -1.60268], [-2.73779, -3.31314, -1.33540], [-2.82390, -2.13910, -0.97538], [-1.62690, -5.46333, -1.76657], [1.64764, -6.15059, -2.31635], [1.83371, -3.66175, -2.02545], [-3.69341, -3.84271, -1.49175], [-2.57044, -5.97177, -1.72951], [-0.60924, -1.80284, 1.79655], [-2.52173, -2.54128, 2.84332], [-3.31052, -4.35327, 2.04098], [-4.66245, -4.63835, 2.02863], [-5.12715, -5.89080, 1.61121], [-4.21139, -6.87097, 1.21924], [-2.84905, -6.58934, 1.22158], [-2.39541, -5.31678, 1.59776], [-1.89009, -3.07209, 4.78858], [-0.61788, -3.59640, 4.98220], [-0.18184, -3.98405, 6.23905], [-1.06704, -3.86394, 7.32061], [-2.37026, -3.38121, 7.14240], [-2.77032, -2.97030, 5.85259], [-4.06156, -1.08493, 3.12093], [-5.20658, -1.05026, 2.32971], [-6.16340, -0.05286, 2.48960], [-5.96137, 0.91972, 3.47065], [-4.80852, 0.93533, 4.24546], [-3.83176, -0.07198, 4.08503], [-5.38665, -3.90087, 2.39175], [-6.17595, -6.16758, 1.60740], [-4.57018, -7.85418, 0.92676], [-2.15358, -7.35149, 0.93931], [-1.32560, -5.06241, 1.58021], [0.05932, -3.69848, 4.14252], [0.81545, -4.35737, 6.37969], [-0.72623, -4.16560, 8.30241], [-3.01256, -3.29021, 8.00950], [-3.76581, -2.56655, 5.70008], [-5.36063, -1.76941, 1.55407], [-7.04828, -0.07030, 1.85897], [-6.72341, 1.70179, 3.63938], [-4.69131, 1.69012, 5.02346], [-2.96744, -0.11107, 4.72232], [-2.77037, 4.19120, 1.73517], [-1.74239, 3.22621, 2.13907], [-0.72157, 3.52310, 3.04405], [-0.01881, 2.39322, 3.19809], [-0.59699, 1.41480, 2.42191], [-1.66996, 1.91277, 1.78029], [-2.83043, 1.04686, 0.88534], [-2.27237, 5.15912, 1.66666], [-3.58632, 4.25286, 2.44858], [-3.16951, 3.92419, 0.75595], [-0.63738, 4.51151, 3.45947], [0.92565, 2.17789, 3.68825], [-0.25939, 0.45423, 2.34046]]
}

# 2
{
  "formula": "C5H5O3Zn",
  "method": "ωB97M-V/def2-TZVPD",
  "charge": 1,
  "relative_energy_ev": 1.258,
  "homo_ha": -0.489,
  "lumo_energy_ev": -5.830,
  "homo_lumo_gap_ev": 7.478,
  "symbols": ["O", "C", "O", "Zn", "H", "O", "C", "C", "C", "C", "H", "H", "H", "H"],
  "coordinates": [[-1.22184, 1.64800, -0.39040], [-1.68890, 0.46645, -0.38657], [-1.57860, -0.24233, 0.76511], [0.65838, 1.77016, -0.09748], [-2.59284, 0.26123, -0.98375], [3.00912, -0.43157, 0.50527], [1.97177, -0.04914, -0.24169], [0.93010, -0.64803, -0.68038], [-0.33416, -1.16435, -0.87412], [-1.14583, -1.56471, 0.35257], [3.82408, -0.40577, -0.00834], [-0.56604, -1.63990, -1.83119], [-2.01796, -2.17762, 0.08822], [-0.59333, -2.00571, 1.18996]]
}

# 3
{
  "formula": "C7H13N3",
  "method": "ωB97M-V/def2-TZVPD",
  "relative_energy_ev": 0.000,
  "smiles": "CCc1nn(C)c(N)c1C",
  "homo_ha": -0.298,
  "lumo_energy_ev": 0.806,
  "homo_lumo_gap_ev": 8.923,
  "symbols": ["C", "C", "C", "N", "N", "C", "C", "N", "C", "C", "H", "H", "H", "H", "H", "H", "H", "H", "H", "H", "H", "H", "H"],
  "coordinates": [[-2.85440, -0.58310, 0.71150], [-2.02400, -0.87752, -0.54111], [-0.57099, -0.58633, -0.34667], [0.32112, -1.52467, -0.25447], [1.51406, -0.89276, -0.01515], [2.72396, -1.62356, 0.09401], [1.35670, 0.49340, 0.01207], [2.41590, 1.31685, 0.24760], [-0.01017, 0.71036, -0.17132], [-0.68290, 2.04712, -0.25547], [-2.94354, 0.48747, 0.94982], [-2.50509, -1.15457, 1.56654], [-3.88443, -0.89277, 0.48542], [-2.40322, -0.32768, -1.41772], [-2.04060, -1.94498, -0.78618], [2.52690, -2.56630, 0.62420], [3.11656, -1.81010, -0.91253], [3.45592, -1.06412, 0.69727], [2.09174, 2.20891, 0.60953], [3.04722, 1.41861, -0.56021], [0.00166, 2.85250, -0.53969], [-1.55188, 1.99808, -0.93910], [-1.10050, 2.31517, 0.74168]]
}

# 4
{
  "formula": "C32H26CuN9O",
  "method": "ωB97M-V/def2-TZVPD",
  "homo_ha": -0.246,
  "lumo_energy_ev": 0.253,
  "homo_lumo_gap_ev": 6.960,
  "symbols": ["Cu", "C", "N", "C", "N", "C", "N", "C", "C", "C", "C", "C", "C", "C", "N", "N", "C", "O", "C", "C", "C", "C", "C", "C", "N", "C", "N", "C", "N", "C", "H", "H", "H", "H", "H", "H", "H", "H", "H", "H", "H", "H", "H", "H", "H", "H", "N", "C", "C", "C", "C", "C", "C", "C", "C", "C", "C", "C", "C", "H", "H", "H", "H", "H", "H", "H", "H", "H", "H"],
  "coordinates": [[0.51514, 0.71278, -0.09975], [4.83725, -0.43582, -2.93613], [4.28198, -0.64115, -1.61405], [2.85419, -0.36060, -1.51259], [1.85526, -1.74633, -0.10906], [2.93059, -2.77085, 0.07870], [4.48978, -1.97226, -1.18011], [5.07917, 1.02626, -3.24327], [5.37866, 1.40749, -4.54815], [5.67951, 2.72550, -4.85642], [5.67213, 3.69130, -3.86314], [5.34819, 3.32232, -2.56315], [5.05332, 1.99711, -2.25050], [5.35476, 4.35565, -1.52455], [6.02511, 5.45151, -1.49866], [5.67288, 6.09902, -0.30888], [4.85061, 5.31805, 0.28895], [4.59320, 4.18451, -0.41082], [4.17961, 5.52850, 1.57530], [4.81933, 6.27394, 2.55600], [4.18268, 6.49921, 3.76751], [2.91397, 5.99082, 3.99072], [2.26326, 5.25845, 3.00277], [0.85663, 4.77714, 3.27855], [0.30526, 3.96176, 2.21165], [0.53069, 2.68172, 1.93180], [-0.06775, 2.36224, 0.79380], [-0.65479, 3.52902, 0.41391], [-0.43875, 4.53015, 1.23353], [2.90114, 5.02194, 1.79622], [4.20903, -0.86111, -3.73686], [5.78510, -0.97446, -2.96321], [2.58052, 0.42202, -2.22119], [2.63101, -3.63329, 0.66903], [5.38449, 0.65853, -5.33275], [5.91585, 3.00249, -5.87562], [5.90409, 4.72460, -4.08363], [4.82154, 1.70570, -1.23340], [5.80848, 6.66610, 2.36210], [4.67814, 7.07218, 4.53991], [2.42093, 6.17197, 4.93962], [0.17548, 5.61995, 3.38248], [0.82198, 4.20251, 4.20456], [1.13113, 2.02419, 2.54022], [-1.24081, 3.63143, -0.48410], [2.41228, 4.46113, 1.00904], [-0.60473, -0.99404, -0.90054], [-0.32819, -1.47692, -2.21137], [-1.33936, -1.52933, -3.16406], [-1.07911, -1.97538, -4.45055], [0.20042, -2.38570, -4.79500], [1.20672, -2.33383, -3.84206], [0.97191, -1.87461, -2.55046], [2.11481, -1.72529, -1.59732], [3.22853, -2.76223, -1.43387], [4.30505, -2.13755, 0.32793], [4.30184, -0.90510, 1.16527], [3.34209, -0.00161, 0.95899], [2.29508, -0.25344, -0.06277], [-0.07219, -1.55574, -0.22233], [-1.59607, -1.00780, -0.70369], [-2.34178, -1.21969, -2.88830], [-1.87931, -2.00852, -5.17873], [0.41234, -2.74449, -5.79341], [2.21092, -2.64985, -4.10448], [3.32034, -3.61985, -2.09641], [5.04201, -2.86374, 0.67032], [5.07723, -0.76274, 1.90907], [3.35633, 0.93105, 1.52064]]
}

# 5
{
  "formula": "CH3Cl2P",
  "method": "ωB97M-V/def2-TZVPD",
  "spin_multiplicity": 3,
  "relative_energy_ev": 1.863,
  "homo_ha": [-0.276, -0.374],
  "lumo_energy_ev": [0.809, -1.950],
  "homo_lumo_gap_ev": [8.329, 8.230],
  "symbols": ["C", "P", "Cl", "Cl", "H", "H", "H"],
  "coordinates": [[-0.51268, 0.25285, 0.98964], [1.18343, 0.11126, -1.31062], [-0.26227, -0.52782, 2.45898], [-0.11663, -0.28353, -2.76142], [-1.53232, 0.28775, 0.71012], [-0.26000, 1.33910, 0.94579], [1.50047, -1.17961, -1.03249]]
}

# 6
{
  "formula": "C2H3N3O3",
  "method": "ωB97M-V/def2-TZVPD",
  "relative_energy_ev": 8.024,
  "smiles": "C#[N+][O-].C1=NOON1",
  "homo_ha": -0.317,
  "lumo_energy_ev": 0.871,
  "homo_lumo_gap_ev": 9.483,
  "symbols": ["C", "N", "O", "H", "C", "N", "O", "O", "N", "H", "H"],
  "coordinates": [[-1.73388, 0.07318, 1.26629], [-1.79059, 0.15891, 0.11225], [-1.88053, 0.15451, -1.09934], [-1.75731, -0.05607, 2.35151], [1.14487, -0.74084, -0.79479], [1.23251, -1.02560, 0.42925], [1.18683, -0.05954, 1.27286], [1.15208, 1.23424, 0.40640], [1.03262, 0.69727, -0.91169], [1.24454, -1.41536, -1.51481], [0.16884, 0.97930, -1.51794]]
}